C27H23NRe | ωB97M-V with the def2-TZVPD basis set

Atoms and positions in Å:
Re -1.16 -0.94 0.14
C -2.42 -4.49 1.98
C -2.49 -3.19 1.25
C -1.71 -3.17 0.00
C -2.29 -2.49 -1.15
C -3.17 -1.44 -0.81
C -3.36 -1.10 0.58
C -3.27 -2.08 1.61
H -2.51 -5.31 1.25
H -3.19 -4.58 2.75
H -1.41 -4.60 2.45
H -0.89 -3.91 -0.11
H -2.18 -2.82 -2.16
H -3.60 -0.78 -1.60
H -3.96 -0.21 0.82
H -3.81 -2.00 2.55
N -0.22 0.20 -0.87
C 0.35 1.12 -1.58
C 0.10 2.57 -1.24
C 0.01 3.52 -2.29
C -0.34 4.86 -2.01
C -0.55 5.24 -0.69
C -0.42 4.33 0.33
C -0.05 3.01 0.08
C 1.16 0.74 -2.74
C 2.23 1.56 -3.07
C 3.16 1.23 -4.05
C 2.97 0.05 -4.75
C 1.91 -0.79 -4.44
C 0.99 -0.45 -3.46
H 0.10 3.16 -3.35
H -0.38 5.59 -2.80
H -0.84 6.26 -0.47
H -0.56 4.68 1.35
H 0.12 2.30 0.91
H 2.34 2.45 -2.48
H 4.01 1.87 -4.22
H 3.60 -0.24 -5.56
H 1.84 -1.76 -4.93
H 0.06 -0.99 -3.26
C -0.02 -0.86 1.59
C 0.82 -0.81 2.74
C 2.09 -1.49 2.82
C 2.89 -1.31 3.93
C 2.47 -0.48 4.97
C 1.27 0.23 4.92
C 0.45 0.08 3.84
H 2.42 -2.11 1.97
H 3.82 -1.89 3.95
H 3.09 -0.33 5.86
H 1.01 0.90 5.72
H -0.48 0.66 3.71

E_HOMO (spin up / spin down) = -17.6 / -17.6 eV
Total charge = +3


C5H9N5O | ωB97M-V with the def2-TZVPD basis set

Atoms and positions in Å:
H -0.38 0.19 -1.34
N -0.51 -0.71 -1.78
C 0.04 -1.64 -1.10
N 0.01 -3.01 -1.50
N 0.59 -3.72 -0.68
O 1.10 -2.98 0.36
N 0.73 -1.68 0.07
H 1.01 -0.98 0.75
C 1.08 1.73 -0.10
C 0.30 2.81 -0.10
C -0.50 3.29 1.06
C -1.00 2.36 2.10
N -1.93 2.96 1.14
H 1.21 1.11 0.79
H 1.63 1.43 -0.99
H 0.22 3.41 -1.00
H -0.30 4.32 1.36
H -0.76 1.30 1.99
H -1.10 2.70 3.12
H -2.16 2.28 0.42

E_HOMO = -9.5 eV
Relative energy (zero: lowest compared OMol25 entry of this formula, charge and spin) = 557.7 kJ/mol


C7H6F3I | ωB97M-V with the def2-TZVPD basis set

Atoms and positions in Å:
C 0.69 -1.02 -0.56
C 0.33 0.00 -1.34
C -0.36 0.55 0.84
C -0.12 -0.96 0.71
C -0.67 0.80 -0.62
C -1.52 -1.51 0.32
C -2.17 -0.51 -0.63
F -2.26 -1.71 1.44
F -1.42 -2.73 -0.26
F -2.31 -0.99 -1.87
I -3.96 0.42 0.05
H 1.36 -1.82 -0.78
H 0.67 0.21 -2.34
H -1.17 0.81 1.53
H 0.55 1.06 1.14
H 0.29 -1.49 1.57
H -1.04 1.75 -0.97

E_HOMO = -8.9 eV
Relative energy (zero: lowest compared OMol25 entry of this formula, charge and spin) = 0.0 kJ/mol


C25H41N2PSn | ωB97M-V with the def2-TZVPD basis set

Atoms and positions in Å:
C -2.15 0.18 -4.09
C -2.03 -1.08 -3.51
C -1.69 -1.22 -2.16
C -1.59 -0.07 -1.35
C -1.49 1.17 -1.99
C -1.86 1.31 -3.34
C -1.49 -2.64 -1.69
C -0.04 -3.19 -1.68
N 1.04 -2.22 -1.82
Sn -2.46 0.29 0.78
C -0.98 2.42 -1.28
P 0.68 2.10 -0.58
H -2.21 -1.98 -4.10
H -1.88 2.30 -3.78
H -2.46 0.28 -5.13
H -1.65 2.73 -0.45
H -0.88 3.26 -1.99
H -1.90 -2.76 -0.69
H -2.06 -3.32 -2.34
H 0.12 -3.72 -0.73
C 1.28 3.73 -0.07
C 1.62 1.72 -2.08
H 0.04 -3.92 -2.51
C 1.36 -1.90 -3.20
C 2.25 -2.62 -1.11
H 0.85 0.17 0.29
H 1.71 -2.80 -3.74
H 0.49 -1.50 -3.73
H 2.17 -1.15 -3.23
H 2.70 -3.52 -1.57
H 2.99 -1.82 -1.15
H 2.00 -2.86 -0.06
H 1.90 2.66 -2.57
H 2.53 1.16 -1.80
H 1.03 1.10 -2.76
H 1.16 4.46 -0.88
H 0.74 4.07 0.82
H 2.35 3.65 0.19
H 1.24 0.63 0.74
C 1.08 0.21 6.78
C 0.39 0.73 5.55
C 0.30 2.11 5.33
C -0.36 2.62 4.20
C -0.48 4.11 4.07
C -0.90 1.73 3.27
C -0.82 0.33 3.45
C -0.18 -0.14 4.63
N -1.36 -0.54 2.51
C -1.73 -1.93 2.86
C -0.47 -2.81 2.91
C -2.55 -2.00 4.15
C -2.65 -2.49 1.77
H 2.02 0.74 6.96
H 0.46 0.35 7.68
H 1.29 -0.86 6.69
H 0.73 2.80 6.06
H -1.32 4.49 4.68
H 0.42 4.60 4.44
H -0.66 4.42 3.03
H -1.41 2.14 2.39
H -0.15 -1.20 4.87
H 0.29 -2.43 3.60
H -0.76 -3.82 3.22
H 0.00 -2.86 1.92
H -3.43 -1.35 4.07
H -2.89 -3.03 4.29
H -1.99 -1.71 5.04
H -3.59 -1.92 1.68
H -2.13 -2.52 0.81
H -2.92 -3.52 2.03

E_HOMO = -6.7 eV


no.,strongest force on any atom (eV/Å)
1,4.89
2,0.76
3,3.39
4,2.44